1.
# C33H75ClFN3O24PS6

7 unconnected molecules or ions with the total composition C33H75ClFN3O24PS6 (ωB97M-V/def2-TZVPD, the OMol25 dataset).

Geometry (Å):
C: -0.882 -4.430 2.442
C: 0.068 -3.321 2.903
Cl: 1.580 -3.336 1.945
C: -0.554 -1.924 2.875
C: -1.097 -1.498 1.494
C: -2.614 -1.406 1.545
C: -3.259 -0.911 0.259
C: -2.600 0.283 -0.412
P: -3.191 0.475 -2.210
C: -4.839 -0.320 -2.177
O: -3.562 2.067 -2.268
N: -1.081 0.217 -0.377
O: -0.604 -0.733 -1.298
C: -0.527 1.557 -0.829
C: 0.222 1.468 -2.164
O: -0.342 1.702 -3.202
N: 1.578 1.151 -2.001
C: 2.308 2.381 -1.555
C: 2.146 0.599 -3.244
C: -0.481 -0.176 1.002
O: 0.868 -0.394 0.812
C: -0.766 0.947 2.023
O: -1.840 1.475 2.110
N: 0.297 1.300 2.886
C: 0.748 2.636 2.712
O: 1.300 3.053 1.747
F: 0.480 3.380 3.747
H: -0.701 -4.668 1.396
H: -1.912 -4.110 2.585
H: -0.690 -5.321 3.030
H: 0.360 -3.514 3.932
H: -1.398 -1.960 3.566
H: 0.174 -1.232 3.291
H: -0.815 -2.265 0.770
H: -2.965 -0.836 2.402
H: -2.985 -2.420 1.688
H: -4.282 -0.636 0.498
H: -3.325 -1.751 -0.441
H: -2.899 1.190 0.105
H: -4.717 -1.331 -2.563
H: -5.344 -0.384 -1.216
H: -5.454 0.235 -2.882
H: -4.044 2.398 -1.498
H: -1.247 -1.459 -1.314
H: 0.175 1.936 -0.092
H: -1.345 2.265 -0.910
H: 1.742 3.291 -1.762
H: 2.489 2.359 -0.484
H: 3.250 2.442 -2.088
H: 1.408 0.004 -3.770
H: 2.569 1.355 -3.900
H: 2.962 -0.067 -2.962
H: 1.362 0.437 0.734
H: 1.067 0.640 2.850
O: 4.463 1.387 -5.508
S: 5.110 2.472 -6.189
O: 5.564 2.289 -7.530
O: 6.303 2.995 -5.285
C: 7.269 2.022 -4.818
C: 8.257 1.619 -5.892
C: 4.110 3.917 -6.103
H: 6.741 1.158 -4.412
H: 7.778 2.517 -3.994
H: 7.773 1.058 -6.690
H: 9.037 0.994 -5.457
H: 8.717 2.500 -6.338
H: 3.793 4.070 -5.075
H: 3.252 3.745 -6.748
H: 4.690 4.762 -6.464
O: -1.698 -6.449 4.855
S: -2.038 -6.083 6.201
O: -1.016 -5.586 7.067
O: -2.802 -7.280 6.884
C: -2.179 -8.594 6.854
C: -1.063 -8.735 7.863
C: -3.381 -4.946 6.182
H: -1.835 -8.803 5.840
H: -2.990 -9.284 7.074
H: -0.213 -8.105 7.610
H: -0.717 -9.767 7.888
H: -1.405 -8.449 8.858
H: -4.165 -5.337 5.540
H: -2.998 -4.006 5.790
H: -3.736 -4.813 7.201
O: -5.395 -2.823 2.280
S: -6.767 -2.648 1.892
O: -7.120 -1.470 1.160
O: -7.683 -2.790 3.168
C: -7.368 -1.986 4.334
C: -7.811 -0.546 4.186
C: -7.342 -4.069 1.035
H: -6.300 -2.063 4.543
H: -7.901 -2.470 5.149
H: -7.235 -0.027 3.422
H: -7.675 -0.023 5.133
H: -8.861 -0.496 3.902
H: -7.087 -4.954 1.611
H: -6.844 -4.083 0.069
H: -8.417 -3.982 0.904
O: 4.198 -10.321 6.385
S: 2.911 -10.262 5.767
O: 1.741 -10.113 6.577
O: 2.737 -11.521 4.818
C: 2.996 -12.827 5.387
C: 1.858 -13.322 6.255
C: 2.901 -9.031 4.511
H: 3.938 -12.800 5.934
H: 3.133 -13.478 4.526
H: 1.758 -12.723 7.159
H: 2.042 -14.355 6.547
H: 0.913 -13.269 5.714
H: 3.774 -9.169 3.879
H: 2.941 -8.068 5.015
H: 1.982 -9.122 3.940
O: 1.327 7.276 -3.590
S: 0.028 7.549 -4.132
O: -1.061 7.802 -3.238
O: -0.364 6.346 -5.101
C: -0.251 5.016 -4.555
C: -1.399 4.648 -3.640
C: 0.116 8.816 -5.338
H: 0.713 4.925 -4.049
H: -0.233 4.357 -5.421
H: -1.394 5.255 -2.733
H: -1.302 3.597 -3.365
H: -2.356 4.810 -4.135
H: 0.924 8.597 -6.028
H: 0.316 9.744 -4.815
H: -0.841 8.869 -5.852
O: 2.235 10.968 -5.623
S: 2.821 12.194 -5.160
O: 2.462 13.424 -5.788
O: 4.397 12.031 -5.162
C: 5.025 11.577 -6.385
C: 5.136 12.672 -7.425
C: 2.608 12.336 -3.422
H: 4.483 10.710 -6.767
H: 6.012 11.239 -6.076
H: 4.157 12.968 -7.798
H: 5.732 12.318 -8.267
H: 5.612 13.555 -7.001
H: 2.912 11.404 -2.953
H: 1.552 12.528 -3.247
H: 3.207 13.170 -3.067

Calculated values
charge = +1
2S+1 = 1
largest force on an atom = 0.0233 Eh/bohr
calculated total energy = -6562.628944 Ha
Kohn-Sham gap = 0.32884 Eh


2.
# C3H9INO3

A molecular structure, C3H9INO3 (ωB97M-V/def2-TZVPD, the OMol25 dataset).

Geometry (Å):
C: 1.899 0.703 -1.179
C: -1.880 1.038 1.587
C: -0.482 -1.941 -0.784
N: 1.387 -0.575 -0.785
O: -0.548 0.913 1.127
O: 0.201 -0.762 -1.297
O: 1.779 -1.322 0.027
I: 0.560 2.606 1.667
H: 1.497 0.798 -2.130
H: 1.578 1.414 -0.327
H: 2.869 0.815 -0.816
H: -2.070 0.919 2.653
H: -2.400 0.229 0.989
H: -2.315 2.025 1.577
H: -0.727 -1.969 0.210
H: 0.138 -2.754 -1.288
H: -1.485 -2.135 -1.231

Calculated values
charge = +1
2S+1 = 1
largest force on an atom = 0.0994 Eh/bohr
calculated total energy = -697.370227 Ha
ΔE to the lowest compared entry with this formula, charge and spin = 40.7 kJ/mol
Kohn-Sham gap = 0.26877 Eh


3.
# C18H15F3

3 unconnected molecules or ions with the total composition C18H15F3 (ωB97M-V/def2-TZVPD, the OMol25 dataset).

Geometry (Å):
F: -0.149 4.890 -10.131
C: 0.257 4.930 -8.859
C: -0.145 3.878 -8.034
C: 0.269 3.885 -6.704
C: 1.045 4.904 -6.200
C: 1.382 5.938 -7.019
C: 0.942 6.050 -8.380
H: -0.694 3.112 -8.563
H: -0.124 3.115 -6.057
H: 1.320 4.910 -5.155
H: 1.978 6.720 -6.572
H: 1.000 6.993 -8.905
F: 1.968 -2.714 -1.804
C: 2.436 -3.614 -0.890
C: 3.294 -4.635 -1.355
C: 3.805 -5.593 -0.462
C: 3.599 -5.459 0.895
C: 2.622 -4.527 1.302
C: 1.980 -3.685 0.389
H: 3.508 -4.765 -2.405
H: 4.576 -6.302 -0.728
H: 4.097 -6.091 1.615
H: 2.451 -4.518 2.369
H: 1.206 -3.007 0.718
F: -1.201 -1.439 6.801
C: -2.385 -0.935 7.156
C: -3.143 -0.090 6.306
C: -4.333 0.447 6.688
C: -4.755 0.224 8.007
C: -4.002 -0.521 8.895
C: -2.865 -1.213 8.427
H: -2.831 0.017 5.278
H: -4.855 1.101 6.006
H: -5.656 0.590 8.476
H: -4.358 -0.711 9.897
H: -2.241 -1.885 8.997

Calculated values
2S+1 = 1
largest force on an atom = 0.0523 Eh/bohr
SMILES = Fc1ccccc1.Fc1ccccc1.Fc1ccccc1
calculated total energy = -994.454881 Ha
ΔE to the lowest compared entry with this formula, charge and spin = 96.1 kJ/mol
Kohn-Sham gap = 0.37436 Eh


4.
# C4H11N2O2S

A gas-phase ion, C4H11N2O2S (charge +1) (ωB97M-V/def2-TZVPD, the OMol25 dataset).

Geometry (Å):
C: 1.244 2.251 -2.093
C: 0.516 0.975 -1.651
C: 0.004 0.952 -0.241
S: -0.822 -0.681 -0.160
O: -0.115 -1.540 -1.116
O: -2.211 -0.727 -0.191
C: -0.471 -1.449 1.595
N: -0.590 -0.708 2.690
N: -0.207 -2.717 1.688
H: 0.643 3.100 -1.822
H: 2.187 2.257 -1.597
H: 1.239 2.143 -3.182
H: 1.097 -0.017 -1.681
H: -0.407 0.824 -2.130
H: 0.773 0.970 0.577
H: -0.744 1.799 -0.017
H: -0.908 -1.190 3.508
H: -0.839 0.292 2.424
H: -0.140 -3.211 2.549
H: -0.251 -3.323 0.849

Calculated values
charge = +1
2S+1 = 1
largest force on an atom = 0.0913 Eh/bohr
SMILES = CCCS(=O)(=O)C(N)=[NH2+]
calculated total energy = -816.877453 Ha
ΔE to the lowest compared entry with this formula, charge and spin = 36.6 kJ/mol
Kohn-Sham gap = 0.40268 Eh